Record 1
DFT (wB97M-V/def2-TZVPD) results for C19H27FNPTi as an isolated structure at a distorted geometry.

The geometry in XYZ format:
```
50
Properties=species:S:1:pos:R:3:forces:R:3:mulliken_charge:R:1
C 0.436683 3.478564 -3.609215 0.074 -0.365 0.227 -0.84
C -0.838034 3.004308 -3.296408 -0.719 -0.044 0.188 -0.81
C -1.020574 1.903277 -2.444626 1.142 0.505 -0.609 -0.11
C 0.126590 1.236741 -2.013805 -0.483 -0.892 0.603 1.32
C 1.405978 1.716638 -2.256269 -0.184 0.819 -0.544 0.46
C 1.562439 2.855599 -3.060368 -0.295 -0.348 0.166 -0.80
C -2.385786 1.385626 -2.049530 -0.494 -0.085 -0.420 -0.82
C -2.509204 -0.070242 -1.472571 -1.796 1.209 -0.516 -1.05
N -1.833544 -1.180510 -2.243118 -1.475 0.572 -0.498 0.45
Ti -0.427331 -0.188090 -0.521375 0.028 1.115 0.361 -1.53
C 2.551802 0.987622 -1.612883 0.678 -0.766 0.346 -1.47
P 1.910293 -0.620229 -0.896201 0.186 1.666 -0.874 1.36
H -1.728143 3.476695 -3.718521 0.268 0.133 0.017 0.42
H 2.553586 3.228345 -3.259826 0.186 0.197 -0.141 0.51
H 0.555038 4.324537 -4.283075 -0.045 -0.127 0.171 0.38
H 3.058161 1.531605 -0.786395 -0.421 -0.032 -0.456 0.46
H 3.348229 0.685401 -2.313222 -0.102 0.375 0.014 0.56
H -2.875398 2.067672 -1.332255 0.311 -0.284 -0.050 0.59
H -3.060883 1.402067 -2.931906 0.353 0.035 0.266 0.52
H -2.415829 -0.146936 -0.291978 0.354 -0.158 -1.894 0.34
C 3.286039 -1.053540 0.190220 0.653 -0.495 0.126 -1.21
C 2.060802 -1.687569 -2.366806 0.463 -0.741 0.149 -1.49
H -3.618109 -0.196711 -1.514301 0.811 -0.115 0.099 0.32
C -1.315718 -0.889323 -3.636420 -0.336 -0.412 -0.295 -1.00
C -2.864562 -2.267309 -2.392839 -0.175 -0.591 0.232 -0.83
H 0.249257 -1.051986 0.814515 -0.855 -1.729 -0.114 0.03
H -1.917062 -1.413165 -4.409234 0.219 0.155 0.638 0.40
H -1.324456 0.145793 -3.956511 0.152 0.115 0.461 0.38
H -0.303047 -1.286360 -3.719562 -0.203 0.215 0.026 0.09
H -3.155973 -2.480901 -3.445361 0.546 0.298 0.600 0.33
H -2.509159 -3.204414 -1.958057 -0.055 0.089 0.019 0.28
H -3.820836 -1.988936 -1.915470 0.594 -0.234 0.087 0.33
H 3.121406 -1.756282 -2.626581 -0.068 -0.133 -0.216 0.44
H 1.688656 -2.694637 -2.114852 0.135 0.295 -0.183 0.36
H 1.493723 -1.306960 -3.225422 0.265 0.093 0.451 0.40
H 4.230366 -0.926520 -0.369890 -0.267 -0.112 0.320 0.40
H 3.301827 -0.386281 1.072380 -0.119 -0.369 -0.431 0.33
H 3.208061 -2.105730 0.516899 0.059 0.474 -0.007 0.40
H -0.370361 -1.712330 0.345312 0.897 0.056 1.583 0.08
F -1.232600 4.882298 3.205636 0.101 -0.460 -0.098 -0.34
C -1.000244 3.725377 2.515240 -0.119 -0.416 -0.093 0.34
C 0.307809 3.384925 2.191828 -0.018 -0.379 -0.523 -0.70
C 0.537098 2.241438 1.399604 -1.219 0.549 0.831 -0.16
C -0.544888 1.429708 1.023636 0.379 -1.293 -1.222 0.53
C -1.842915 1.793787 1.368183 0.265 0.760 0.824 -0.24
C -2.083186 2.929752 2.152321 0.116 0.246 -0.081 -0.81
H 1.117591 4.007580 2.538734 0.087 0.190 -0.035 0.43
H 1.537775 1.989897 1.066640 0.071 0.073 0.205 0.18
H -2.688343 1.192299 1.025589 0.019 0.259 0.367 0.37
H -3.081228 3.212211 2.468615 0.035 0.086 -0.076 0.41
```
Forces are in eV/Å.

Computed properties:
HOMO-LUMO gap (spin up / spin down): 0.2468 / 0.2898 Ha
2S+1: 3
charge: 0
highest occupied orbital energy (spin up / spin down): -6.3 / -7.9 eV



Record 2
DFT (wB97M-V/def2-TZVPD) results for one molecule with the formula C6H15NS at a distorted geometry.

The geometry in XYZ format:
```
23
Properties=species:S:1:pos:R:3:forces:R:3:mulliken_charge:R:1
C -0.552754 0.088027 -0.032541 0.892 0.756 1.060 -0.35
N 0.048275 0.112813 1.332319 0.310 0.072 -0.730 -0.43
C 0.196823 1.465436 1.866564 -0.517 -0.490 1.494 -0.73
C 1.627772 1.983792 1.952756 -0.400 1.267 -0.350 -0.59
S 1.953865 3.036359 3.406865 0.430 -0.387 0.449 -0.23
C -0.089316 -1.057913 -0.910314 0.562 -0.864 0.562 -0.77
C -0.895129 -2.273974 -2.999673 0.357 -0.383 -0.887 -1.23
C -1.230149 -1.821419 -1.583849 -0.218 -0.705 -0.235 -0.48
H -1.619225 0.077397 0.190285 -0.147 -0.034 -0.694 0.26
H -0.253710 1.040480 -0.488540 -0.541 -0.035 -0.355 0.22
H 0.960875 -0.325953 1.325237 -0.057 -0.070 -0.103 0.25
H -0.481423 2.187832 1.415638 0.209 -0.014 -0.790 0.41
H -0.226706 1.467578 2.872767 0.303 -0.194 0.372 0.41
H 2.387251 1.211413 1.982636 -0.029 -0.250 0.151 0.34
H 1.844573 2.630230 1.106589 0.173 -0.249 -0.325 0.31
H 1.044721 3.993832 3.238112 -0.243 0.037 -0.321 0.10
H 0.526527 -1.752939 -0.326100 -0.591 -0.245 0.575 0.37
H 0.731287 -0.801358 -1.582615 -0.564 0.776 -0.636 0.53
H -0.308806 -3.202486 -2.974847 0.130 0.282 0.033 0.28
H -1.720972 -2.513488 -3.680735 -0.307 0.107 0.569 0.35
H -0.313018 -1.535810 -3.567205 0.018 -0.008 0.334 0.35
H -2.175389 -1.284081 -1.540088 0.127 0.480 -0.213 0.38
H -1.455372 -2.725769 -1.003261 0.105 0.151 0.040 0.24
```
Forces are in eV/Å.

Computed properties:
ΔE to the lowest compared entry with this formula, charge and spin: 96.69 kJ/mol
HOMO-LUMO gap: 0.3563 Ha
charge: 0
highest occupied orbital energy: -8.7 eV



Record 3
DFT (wB97M-V/def2-TZVPD) results for a 2-piece molecular cluster, C16H19N5O6 overall at a distorted geometry.

The geometry in XYZ format:
```
46
Properties=species:S:1:pos:R:3:forces:R:3:mulliken_charge:R:1
C 4.224980 0.885782 -0.024003 0.226 0.167 -0.206 -0.13
C 4.364258 0.147844 1.305038 0.163 0.120 -0.142 -1.38
C 3.214438 -0.846794 1.594683 0.248 0.220 0.261 -0.69
C 2.367484 -1.258373 0.407209 0.170 -0.328 -0.921 0.34
N 1.558293 -2.348011 0.580060 0.372 0.297 0.156 0.20
C 1.410656 -2.902280 1.925583 -0.363 0.191 0.390 -0.38
C 0.650550 -4.218064 1.960977 -0.425 -0.098 -0.492 -0.82
O -0.444340 -4.235293 1.045113 0.697 -0.007 -0.094 -0.39
C 0.029829 -4.147314 -0.298036 0.061 -0.112 0.577 -0.82
C 0.809235 -2.854558 -0.565864 -0.819 0.039 -0.216 -0.28
C 2.534700 -0.642734 -0.834948 -0.470 -1.428 0.403 0.05
C 3.891863 -0.122530 -1.126602 0.628 0.630 0.360 -1.62
H 3.395340 1.601090 0.046155 0.219 0.013 0.018 0.10
H 5.134684 1.448253 -0.273429 -0.100 -0.103 0.248 0.37
H 5.309184 -0.412217 1.291479 -0.171 0.116 -0.032 0.39
H 4.444709 0.867604 2.128311 -0.021 -0.180 -0.101 0.43
H 3.691805 -1.726771 2.061687 -0.445 0.302 -0.199 0.26
H 2.547812 -0.407581 2.358753 0.107 -0.269 -0.224 0.41
H 2.402543 -3.104963 2.357071 -0.359 0.142 -0.071 0.22
H 0.895060 -2.174169 2.580342 0.196 -0.182 -0.286 0.33
H 1.362486 -5.035708 1.740247 -0.404 0.017 0.016 0.36
H 0.194376 -4.357978 2.948519 0.363 -0.063 -0.195 0.36
H 0.687779 -5.005080 -0.538328 -0.386 0.043 0.220 0.34
H -0.881523 -4.177421 -0.911544 0.501 -0.033 -0.009 0.34
H 0.079018 -2.099010 -0.895456 0.487 -0.199 0.150 0.25
H 1.493759 -3.069575 -1.400662 -0.041 0.266 0.211 0.36
H 1.943296 -0.999507 -1.678194 0.310 -0.270 0.455 0.82
H 3.936465 0.333947 -2.117848 0.164 -0.243 0.255 0.47
H 4.646563 -0.929117 -1.075349 -0.156 0.201 -0.275 0.45
O 2.114319 6.431190 -0.847551 -1.179 -2.122 0.649 -0.56
N 1.375813 5.579415 -0.315145 -0.484 2.384 1.091 0.93
O 0.566541 5.866466 0.598135 1.366 -0.683 -1.533 -0.61
C 1.406171 4.198223 -0.744664 -0.560 -1.112 -0.253 -0.49
C 0.503504 3.281288 -0.208811 0.925 0.945 -0.459 -0.56
C 0.498690 1.940066 -0.663182 0.973 -0.430 -1.189 -0.03
N -0.519163 1.047566 -0.168674 -1.890 -1.383 0.662 0.95
O -1.366739 1.471270 0.647176 1.719 -0.436 -1.296 -0.63
O -0.538729 -0.134790 -0.592174 0.292 2.346 0.515 -0.62
C 1.407254 1.432018 -1.629626 -2.336 0.085 -0.473 -0.20
C 2.299680 2.384320 -2.195782 2.435 0.497 -0.807 0.46
N 3.371280 2.162731 -3.016087 -0.512 2.218 1.819 -0.45
O 4.113004 3.374240 -2.919796 -2.414 -1.024 -0.287 -0.13
N 3.462766 4.348207 -2.206755 -1.248 -2.047 0.212 -0.40
C 2.333515 3.736732 -1.756947 1.903 1.292 0.508 0.80
H -0.218323 3.604155 0.536613 0.184 -0.076 -0.163 0.63
H 1.136093 0.587761 -2.268858 0.076 0.293 0.750 0.57
```
Forces are in eV/Å.

Computed properties:
ΔE to the lowest compared entry with this formula, charge and spin: 1251.69 kJ/mol
HOMO-LUMO gap: 0.2013 Ha
charge: 0
highest occupied orbital energy: -7.7 eV



Record 4
DFT (wB97M-V/def2-TZVPD) results for a 12-piece molecular cluster, C21H51F9N18O15 overall at a distorted geometry.

The geometry in XYZ format:
```
114
Properties=species:S:1:pos:R:3:forces:R:3:mulliken_charge:R:1
C 4.092929 2.945985 0.688342 -0.065 -0.900 -0.155 -1.00
C 4.408765 1.585662 1.340824 1.259 -0.663 -0.606 -0.14
O 5.860245 1.322395 1.127474 0.619 0.832 1.311 -0.19
C 6.704574 1.805904 2.056840 -0.262 -0.139 -1.012 0.24
O 6.455892 2.346875 3.089316 -0.526 0.014 0.086 -0.51
C 8.182022 1.663938 1.617000 0.174 -1.188 1.061 0.88
F 8.918019 1.583519 2.757493 -0.131 0.399 -0.874 -0.26
F 8.434930 0.540135 0.929585 -0.211 0.307 -0.072 -0.24
F 8.557503 2.703048 0.891755 0.192 0.252 -0.027 -0.24
H 4.215637 2.973538 -0.415118 0.309 -0.257 0.722 0.20
H 4.757355 3.671888 1.175769 -0.349 -0.002 -0.267 0.41
H 3.051889 3.205431 0.850776 -0.145 0.169 0.308 0.36
H 4.119315 0.619648 0.919631 -1.175 0.671 -0.485 0.05
H 4.168385 1.516603 2.402636 0.195 0.458 -0.004 0.41
C 2.837013 -1.701154 -2.832143 0.110 1.345 0.790 -1.44
C 3.195679 -1.050416 -1.468816 0.181 0.197 -1.202 0.22
O 4.551440 -0.537654 -1.527167 1.168 -0.698 1.128 -0.32
C 4.924663 0.327607 -2.402681 -1.078 0.464 -1.399 0.41
O 4.230361 0.828219 -3.252308 -0.159 0.430 0.161 -0.59
C 6.397723 0.694720 -2.364714 0.677 0.951 -0.381 0.90
F 7.151218 -0.191903 -1.772464 0.485 -0.806 0.436 -0.25
F 6.848350 0.849440 -3.631216 -0.258 0.048 0.677 -0.27
F 6.559246 1.867373 -1.706684 -0.172 -0.209 -0.412 -0.24
H 3.765632 -2.160143 -3.214533 -0.806 -0.266 0.019 0.44
H 2.508968 -0.907189 -3.493628 0.336 0.094 -0.314 0.41
H 1.944320 -2.310141 -2.763658 0.292 -0.751 0.269 0.24
H 3.290674 -1.753121 -0.670286 -0.309 -0.509 0.472 0.35
H 2.605227 -0.198042 -1.152442 -0.634 -0.164 -0.136 0.14
C -4.466517 -1.824498 -1.940573 0.498 0.482 0.924 -0.42
C -4.324775 -3.085997 -2.709477 -0.641 -0.616 -1.046 -0.08
O -4.223215 -2.749535 -4.140867 -0.658 0.117 0.314 -0.31
C -3.135544 -2.913099 -4.808158 4.373 -1.136 0.496 0.47
O -2.075835 -3.435829 -4.413788 -2.219 0.799 -0.359 -0.65
C -3.253957 -2.606849 -6.326556 -2.004 -1.212 0.508 0.91
F -3.885667 -1.498829 -6.624726 0.129 0.789 -0.101 -0.22
F -2.165431 -2.726947 -7.062264 -0.095 0.032 0.621 -0.23
F -4.141974 -3.620826 -6.668021 0.620 0.048 -0.592 -0.30
H -3.491399 -1.348726 -1.854032 -0.069 0.264 -0.058 -0.23
H -4.768288 -2.045704 -0.911415 -0.067 -0.124 -0.085 0.25
H -5.195973 -1.130129 -2.359691 0.113 -0.161 -0.171 0.42
H -5.241781 -3.661209 -2.701493 -0.253 -0.115 0.131 0.39
H -3.540503 -3.761033 -2.364787 0.264 0.418 -0.267 0.01
C -3.262644 -4.286434 2.562921 0.614 1.392 -1.669 0.37
O -3.992844 -4.731243 3.442750 1.276 0.440 -1.024 -0.66
N -3.760394 -3.532960 1.443347 0.243 -1.734 3.259 -0.15
N -1.859069 -4.266145 2.482088 -1.401 -0.637 1.310 -0.20
H -4.721634 -3.375284 1.663711 -0.481 0.363 -1.230 0.20
H -3.190713 -3.381308 0.628670 -0.252 0.275 -0.299 0.09
H -1.296985 -4.912311 2.998779 -0.081 -0.207 0.229 0.24
H -1.440476 -3.803810 1.706352 0.193 0.304 -0.619 -0.17
C -2.942725 4.416979 0.750592 2.155 0.422 -0.875 0.48
O -3.922450 4.621020 1.475413 0.986 -0.641 -0.757 -0.68
N -1.826929 3.651023 1.062894 -2.214 -0.323 2.214 -0.06
N -2.749796 4.997477 -0.507263 -1.409 -0.196 0.709 -0.34
H -1.821271 3.125743 1.947405 0.045 0.678 -0.690 0.10
H -1.118966 3.404574 0.423707 0.662 0.080 -1.097 0.37
H -1.923740 5.058352 -1.048986 1.292 -0.813 0.294 0.19
H -3.333241 5.747073 -0.752062 -1.265 0.767 0.072 0.23
C -4.075573 0.575535 2.610342 -0.276 -0.431 -1.446 0.52
O -3.054662 0.675649 3.350993 -2.173 -0.273 -1.247 -0.73
N -4.908742 -0.519093 2.623373 0.204 -0.493 0.917 -0.46
N -4.393860 1.410115 1.556774 1.400 -0.510 2.398 -0.26
H -5.756906 -0.639935 2.063356 0.846 0.440 0.392 0.17
H -4.669057 -1.286075 3.243938 -0.096 0.374 -0.173 0.23
H -5.197784 1.215722 1.009981 -0.370 0.288 -0.351 0.17
H -3.892855 2.278640 1.535579 -0.298 0.489 -0.437 0.04
C -1.860917 -0.242503 -3.412097 2.010 1.137 -0.181 0.13
O -2.505744 -0.561368 -4.431755 1.151 0.691 2.571 -0.63
N -0.601894 -0.880299 -3.021478 -2.232 0.637 -0.342 0.03
N -2.083067 0.983229 -2.698498 0.495 -2.216 -0.952 -0.17
H -0.281090 -0.888236 -2.035146 -0.696 0.360 -0.761 -0.13
H -0.495852 -1.761269 -3.502990 -0.088 -0.064 -0.027 0.27
H -3.015062 1.320533 -2.700028 -0.726 0.231 -0.280 0.25
H -1.587353 1.183013 -1.842675 0.221 -0.389 0.007 0.02
C 0.940867 3.661863 -1.968350 1.795 1.955 -1.979 0.56
O 0.052275 3.852163 -1.172775 -0.968 0.240 0.532 -0.68
N 1.453446 2.529371 -2.356041 -1.188 -5.535 1.998 -0.12
N 1.625386 4.613374 -2.694835 -2.091 3.314 1.321 -0.46
H 1.062529 1.721353 -1.827143 0.739 0.515 -0.703 -0.08
H 2.317809 2.383219 -2.827039 0.310 0.074 -0.329 0.25
H 2.322313 4.336181 -3.323182 0.611 -0.224 -0.984 0.13
H 1.105245 5.477354 -2.885661 0.801 -0.570 0.162 0.23
C -0.613219 2.728016 4.881058 -0.403 -1.007 -2.658 0.39
O -0.014100 1.624408 4.823381 -0.848 2.622 0.989 -0.62
N -1.750154 2.957284 4.085211 0.249 -1.284 0.683 -0.17
N -0.199905 3.973624 5.413373 -0.148 -1.591 1.519 -0.51
H -2.333105 3.711116 4.376651 -0.287 0.566 -0.030 0.23
H -2.332078 2.147777 3.775469 0.885 0.295 0.438 0.16
H 0.198333 3.833688 6.357610 -0.021 0.326 -0.848 0.30
H -1.041931 4.551715 5.473778 0.780 0.102 0.163 0.24
C -0.532380 -4.079386 -0.562375 -1.571 2.817 1.302 0.36
O -1.298929 -3.080635 -0.264286 1.707 -2.502 -0.715 -0.09
N 0.651144 -4.259117 0.043636 -0.397 1.140 0.811 -0.27
N -0.892775 -5.014241 -1.446052 0.006 -0.719 -1.379 -0.48
H 1.221316 -5.062149 -0.026475 0.204 -0.826 -0.365 0.22
H 0.782627 -3.682039 0.865816 0.297 0.339 0.069 0.33
H -0.114102 -5.558571 -1.773238 0.073 -0.408 -0.045 0.26
H -1.411772 -4.680378 -2.241382 -0.522 0.235 -0.083 0.16
C -0.441304 0.274188 0.708579 -3.946 -0.178 1.678 -0.11
O 0.174735 0.184998 -0.320302 1.494 -0.070 -1.511 0.03
N -0.135442 0.955966 1.814733 2.282 1.202 -0.721 0.39
N -1.760309 -0.189826 0.844338 1.744 -0.305 -2.107 0.44
H -0.561234 0.728057 2.657757 -0.946 -0.386 1.636 -0.06
H 0.814530 1.233859 1.921322 0.570 0.284 0.044 0.07
H -1.872318 -0.977132 0.225557 -0.606 -0.354 0.268 -0.55
H -2.197007 -0.145368 1.737470 -0.029 -0.330 0.413 0.20
C 0.944722 -1.741726 3.131087 1.157 0.700 -0.435 0.21
O 1.035818 -2.342162 2.038409 0.137 0.546 1.645 -0.71
N 2.017389 -0.978265 3.629240 -0.395 -1.156 -1.334 -0.32
N -0.164708 -1.716174 3.867277 -0.934 -0.370 0.020 -0.15
H 2.010728 -0.501148 4.513900 -0.231 -0.189 0.115 0.19
H 2.875187 -1.409029 3.317121 0.196 0.484 0.190 0.26
H -0.929662 -2.277985 3.535892 -0.237 -0.048 -0.080 0.11
H -0.292770 -1.213601 4.726758 0.284 0.194 -0.015 0.22
```
Forces are in eV/Å.

Computed properties:
ΔE to the lowest compared entry with this formula, charge and spin: 130.17 kJ/mol
HOMO-LUMO gap: 0.3608 Ha
charge: 0
highest occupied orbital energy: -9.7 eV



> Which value of charge does entry 2 give?

0